C28H79ClN7O12 | ωB97M-V/def2-TZVPD

The geometry in XYZ format:
```
127
Properties=species:S:1:pos:R:3:forces:R:3
Cl -0.4870 1.1123 0.4630 0.254 -0.547 1.759
O -0.2285 -0.0064 1.3295 0.900 0.321 -0.093
O -0.2272 2.3547 1.1188 0.338 1.014 0.725
O 0.3581 1.0869 -0.6972 0.427 -0.193 -1.407
O -1.8562 1.0359 0.1480 -1.988 0.255 -1.579
O -2.9703 3.0198 -2.8102 0.276 0.530 -0.071
H -2.7408 2.5969 -3.6377 -0.087 -0.240 -0.276
H -2.6462 2.4215 -2.1370 -0.060 -0.366 0.463
C -2.9720 -2.0939 2.5609 -1.601 0.212 -0.460
C -2.2221 -3.1801 1.8423 -0.247 -0.458 0.182
C -2.4793 -3.3482 0.3626 0.156 -0.463 0.232
O -1.7731 -4.5115 -0.0923 -0.991 0.148 0.351
C -2.2079 -4.9099 -1.3595 0.212 0.099 -0.907
N -0.8354 -2.9014 2.0520 0.894 -0.295 0.350
H -4.0454 -2.2672 2.6373 -0.334 -0.037 -0.318
H -2.8217 -1.1571 2.0244 0.083 0.272 0.381
H -2.6718 -2.0483 3.6077 0.406 0.246 -0.122
H -2.5013 -4.1215 2.3154 0.218 -0.360 -0.054
H -2.1451 -2.4884 -0.2180 0.124 0.332 -0.022
H -3.5604 -3.4397 0.2578 -0.289 -0.290 -0.452
H -3.2728 -5.1077 -1.4817 -0.420 0.028 0.574
H -1.7045 -5.8169 -1.6943 0.283 0.004 0.401
H -1.9890 -4.1458 -2.1054 0.207 0.274 -0.181
H -0.8104 -2.7194 3.0451 0.716 -0.120 0.345
H -0.7091 -1.9775 1.6638 0.547 0.171 -0.335
C -3.3331 1.3753 3.4755 -0.996 0.581 1.020
C -2.7424 2.4558 4.4026 -1.311 -0.241 -1.215
C -3.3883 2.6186 5.7977 -0.744 -0.170 -1.283
O -4.7148 3.0439 5.5149 -0.127 0.085 -0.445
C -5.4648 3.4487 6.6421 1.460 -0.441 -0.294
N -1.3700 2.1764 4.4451 2.337 -0.470 0.970
H -3.1974 0.4173 3.9774 -0.098 -0.174 -0.306
H -2.8800 1.3882 2.4843 0.313 -0.044 0.186
H -4.3891 1.5948 3.3182 -0.144 -0.305 0.106
H -2.7649 3.3684 3.8069 -1.308 0.744 0.475
H -2.8199 3.3130 6.4164 0.014 0.607 -0.051
H -3.4454 1.7137 6.4027 0.258 -0.556 -0.250
H -5.5283 2.6071 7.3318 -0.438 -0.081 0.260
H -6.4421 3.7919 6.3027 0.205 0.091 0.202
H -4.8215 4.1975 7.1042 -0.685 0.599 0.541
H -0.9322 3.0335 4.7514 0.687 -0.024 0.153
H -1.1094 2.0664 3.4755 0.633 -0.182 -0.083
C 0.0709 0.1276 -4.6836 0.849 0.865 -0.606
C 0.6895 -0.9951 -3.8860 1.648 -1.092 -2.107
C 2.1340 -0.8159 -3.3519 0.848 0.625 -0.184
O 3.1891 -0.5762 -4.3151 -0.753 0.019 -1.131
C 4.4805 -0.2848 -3.8054 -0.795 -0.150 -0.001
N -0.2038 -1.4064 -2.8748 -0.408 0.762 1.672
H -0.8869 -0.2482 -5.0435 -0.035 0.439 -0.034
H 0.6808 0.4719 -5.5189 0.113 -0.351 -0.328
H -0.0516 1.0434 -4.1054 -0.397 0.100 0.559
H 0.5754 -1.8494 -4.5533 1.197 -0.192 -0.609
H 2.4795 -1.6449 -2.7342 -0.658 -0.154 0.226
H 2.1481 0.0977 -2.7575 -0.373 0.125 0.728
H 4.8795 -1.1491 -3.2745 0.258 -0.012 0.010
H 4.4729 0.5663 -3.1245 -0.139 0.194 0.292
H 5.1237 0.0022 -4.6373 -0.117 -0.303 -0.123
H -0.2324 -0.5799 -2.2950 -0.257 0.011 1.264
H -1.0760 -1.3088 -3.3745 -0.813 -0.589 0.349
C 2.3660 0.7855 3.8241 0.374 1.255 0.787
C 2.8866 -0.6331 3.8128 -1.446 0.247 1.065
C 3.0693 -1.2092 5.2368 1.232 0.656 -1.436
O 4.2107 -0.5448 5.7984 0.260 -0.817 1.542
C 4.4102 -0.8950 7.2088 -1.526 0.783 -0.614
N 1.8461 -1.4378 3.1387 0.700 0.183 -0.353
H 2.1971 1.2454 2.8504 0.117 -0.417 -0.387
H 3.0526 1.4624 4.3326 0.158 0.059 0.172
H 1.4080 0.8681 4.3374 -0.122 -0.213 0.160
H 3.8687 -0.6145 3.3403 -0.031 -0.596 -0.379
H 3.2912 -2.2635 5.0718 -0.072 -0.303 0.394
H 2.1381 -1.0876 5.7902 0.039 0.160 0.416
H 5.2166 -0.3632 7.7138 0.338 0.038 -0.818
H 4.4684 -1.9588 7.4393 0.226 -0.189 -0.522
H 3.5072 -0.5278 7.6964 -0.185 -0.111 0.388
H 1.3230 -0.7447 2.6227 -0.237 -0.238 -0.649
H 1.1357 -1.7395 3.7901 0.206 -0.370 0.500
C 4.3280 0.6578 0.2361 1.927 0.837 0.477
C 3.9067 -0.6736 -0.3257 0.870 -0.137 0.547
C 4.9661 -1.7923 0.1112 -1.637 1.112 0.387
O 4.5637 -3.1410 -0.0729 0.571 0.830 -0.608
C 4.7272 -3.5415 -1.4250 0.168 0.009 0.648
N 2.6481 -1.0066 0.1923 -1.747 -0.675 0.332
H 4.4039 0.7517 1.3194 -0.049 -0.866 0.362
H 3.7192 1.5434 0.0540 -0.331 -0.218 -0.915
H 5.3510 0.8250 -0.1012 0.245 0.667 -0.205
H 3.7963 -0.5112 -1.3979 0.394 -0.510 -0.058
H 5.0340 -1.6811 1.1934 0.006 0.032 0.152
H 5.9318 -1.4699 -0.2783 0.372 -0.669 -0.469
H 5.7906 -3.4918 -1.6593 0.188 0.033 -0.361
H 4.1648 -2.8825 -2.0864 -0.106 -0.176 -0.179
H 4.4096 -4.5802 -1.5162 -0.191 0.170 -0.013
H 2.0496 -0.1968 0.1139 -0.416 -0.053 -0.269
H 2.7221 -1.1461 1.1899 -0.098 -0.629 0.196
C -4.0476 -0.2468 -2.4025 -1.675 0.453 0.276
C -3.8285 -1.6373 -2.9606 -0.443 -0.468 -0.126
C -5.1048 -2.4721 -3.3979 0.952 -0.090 1.068
O -4.6434 -3.7477 -3.8832 0.077 0.706 -0.053
C -5.6285 -4.6476 -4.3624 0.399 0.069 -0.092
N -2.9258 -1.5563 -4.0863 0.508 -0.381 -1.155
H -3.1642 0.2533 -2.0056 0.275 -0.333 -0.463
H -4.7305 -0.2269 -1.5532 -0.048 -0.515 0.307
H -4.6026 0.3935 -3.0881 0.416 0.236 -0.471
H -3.2775 -2.1371 -2.1640 -0.219 -0.626 -0.133
H -5.6847 -1.9325 -4.1467 0.063 0.096 -0.364
H -5.7536 -2.6088 -2.5328 -0.167 -0.156 0.174
H -6.1917 -4.2510 -5.2072 -0.447 0.459 0.242
H -6.2512 -5.0022 -3.5411 -0.334 0.089 -0.102
H -5.1329 -5.5075 -4.8129 0.376 -0.025 0.379
H -2.6903 -2.4981 -4.3651 0.497 -0.613 0.498
H -3.4266 -1.3415 -4.9367 -0.522 0.943 -0.112
C 1.4785 5.9397 -1.8524 1.093 -0.606 -1.598
C 1.2193 4.7000 -2.8082 -2.245 2.564 1.718
C 2.4448 3.6996 -2.9317 1.744 -0.578 0.887
O 3.6385 4.3682 -3.2784 -1.198 0.112 0.024
C 3.7026 4.9057 -4.5970 0.640 -0.355 -0.258
N 0.0503 4.0900 -2.2021 3.387 -2.147 -0.874
H 0.5751 6.5377 -1.7324 -0.020 -0.344 0.138
H 2.2043 6.5747 -2.3603 0.125 0.085 0.211
H 1.9228 5.6108 -0.9129 -0.238 0.039 0.066
H 0.8780 5.0670 -3.7761 0.450 -0.223 -0.445
H 2.2952 2.7804 -3.4979 -0.618 0.383 -0.899
H 2.6575 3.2841 -1.9467 -0.187 0.359 0.370
H 3.3153 5.9238 -4.6349 -0.539 -0.138 -0.071
H 3.2932 4.2007 -5.3206 -0.540 0.243 -0.026
H 4.7456 5.0052 -4.8976 0.181 -0.110 0.477
H 0.2585 3.8407 -1.2458 -0.758 0.486 1.334
H -0.1134 3.1849 -2.6195 -1.437 -0.348 -0.668
```
Positions in Å, forces in eV/Å.

## Properties
- lowest unoccupied orbital energy (spin up / spin down) (eV) = -0.341 / -5.945
- orbital gap (spin up / spin down) (Ha) = 0.2780 / 0.0720
- expectation value of S² = 0.76
- 2S+1 = 2
- electronic energy (hartree) = -2859.94090
- strongest force on any atom (hartree/bohr) = 0.080

Here are the Mulliken charges for atoms 1 to 99, given in e: 1.036, -0.348, -0.821, -0.060, -0.685, -0.641, 0.330, 0.271, -1.383, 0.529, -0.296, -0.422, -0.628, -0.546, 0.495, 0.124, 0.499, 0.399, -0.130, 0.358, 0.299, 0.388, 0.122, 0.195, 0.162, -1.051, 0.553, -0.780, -0.289, -0.741, -0.624, 0.228, -0.018, 0.444, 0.267, 0.400, 0.389, 0.297, 0.209, 0.315, 0.280, 0.126, -0.989, 0.292, 0.278, -0.514, -0.519, -0.190, 0.471, 0.389, -0.177, 0.477, 0.019, -0.228, 0.200, 0.146, 0.336, -0.108, 0.184, -1.637, 1.349, -0.976, -0.349, -0.813, -0.544, 0.244, 0.509, 0.439, -0.015, 0.481, 0.388, 0.275, 0.306, 0.324, -0.383, 0.419, -1.718, 3.003, -1.117, -0.318, -0.391, -0.375, 0.216, 0.116, 0.542, -1.566, 0.285, 0.497, 0.318, 0.026, 0.262, -0.097, 0.324, -1.293, 1.794, -0.966, -0.238, -0.852, -0.573